[1]
{
  "formula": "C7H13N3O",
  "method": "wB97M-V/def2-TZVPD",
  "symbols": ["C", "C", "C", "C", "N", "N", "H", "H", "H", "H", "H", "H", "C", "C", "C", "O", "N", "H", "H", "H", "H", "H", "H", "H"],
  "positions_angstrom": [[1.04446, -2.08607, -1.01487], [2.91838, 0.80954, -1.85214], [1.85753, -0.83800, -0.99654], [2.22436, -0.04213, 0.03892], [2.29199, -0.27849, -2.18402], [2.89170, 1.02412, -0.51288], [3.34050, 1.51988, -2.54348], [3.39038, 1.75806, -0.04320], [2.07477, -0.10211, 1.10220], [0.91836, -2.61510, -0.08332], [1.49064, -2.75897, -1.74995], [0.08183, -1.86025, -1.49667], [-2.30561, 0.44868, 0.39646], [-2.65768, -1.04291, 0.45546], [-1.42468, 0.88122, 1.52547], [-0.79559, 0.13784, 2.25363], [-1.24491, 2.25589, 1.63673], [-1.78796, 0.61076, -0.53985], [-3.22796, 1.00892, 0.42323], [-3.57622, -1.22616, 1.01406], [-1.79786, -1.59617, 0.83027], [-0.80769, 2.55313, 2.49626], [-2.04950, 2.82107, 1.40322], [-2.84927, -1.38276, -0.55899]],
  "forces_ev_per_a": [[-0.1189, 0.0617, -1.3956], [-0.0953, 0.4448, -0.0696], [-0.1324, -0.0391, 0.0301], [0.0685, 0.1610, 0.6378], [-0.1302, -0.3852, -0.0276], [0.3027, 0.0391, -0.3963], [0.1535, -0.0155, 0.0016], [-0.1341, -0.0407, 0.1520], [-0.1129, -0.1439, 0.0188], [-0.0447, 0.1678, 0.3451], [0.2172, -0.1795, 0.2067], [-0.0716, -0.0492, 0.5223], [-0.4075, -1.2102, 0.2149], [0.0991, 0.2297, -0.4071], [1.1079, 0.6638, 0.6785], [-0.2910, -0.1519, -0.3196], [-0.6759, -0.0696, 0.0232], [0.1777, 0.4947, -0.1623], [-0.1847, 0.5281, -0.2481], [0.3092, -0.1069, 0.2951], [-0.2589, -0.1264, 0.2239], [0.1205, -0.1654, 0.0040], [0.1559, 0.0195, -0.2149], [-0.0543, -0.1267, -0.1128]],
  "lowdin_charge": [-0.048, -0.222, -0.364, -0.073, 0.090, 0.043, 0.112, 0.142, 0.113, 0.071, 0.072, 0.072, -0.173, -0.091, -0.543, 0.046, 0.135, 0.117, 0.107, 0.075, 0.066, 0.097, 0.089, 0.067],
  "homo_lumo_gap_ev": 9.3,
  "energy_ev": -13988.2406,
  "smiles": "Cc1c[nH]cn1.CCC(N)=O",
  "homo_energy_ev": -8.43
}


[2]
{
  "formula": "C7H13N3O2",
  "method": "wB97M-V/def2-TZVPD",
  "symbols": ["C", "C", "C", "C", "C", "C", "C", "H", "H", "H", "H", "H", "H", "H", "H", "H", "H", "H", "H", "H", "N", "N", "N", "O", "O"],
  "positions_angstrom": [[-0.11265, -3.04318, -1.86225], [-0.81618, -1.96122, -1.05338], [-0.67373, -0.62436, 0.96876], [-0.00634, -0.52539, 2.32206], [0.25567, 1.89419, -0.63787], [1.52768, 2.54319, -0.09436], [1.36566, 3.29144, 1.14871], [-0.69158, -3.29996, -2.75803], [0.88234, -2.70974, -2.18668], [0.01401, -3.94421, -1.25655], [-0.94558, -1.07338, -1.65245], [-1.82059, -2.31289, -0.76043], [0.88093, -1.40477, -0.08806], [-0.69244, 0.30748, 0.52670], [-1.73136, -0.89208, 1.15277], [0.44989, -1.47467, 2.66719], [-0.88645, 2.62453, 0.94349], [-1.74217, 1.65564, -0.26390], [1.92562, 3.20376, -0.87876], [2.27544, 1.74743, 0.05057], [-0.07544, -1.67009, 0.16609], [-0.88097, 2.07605, 0.08383], [1.17217, 3.86996, 2.13718], [0.01899, 0.47385, 2.99249], [0.30707, 1.24842, -1.66712]],
  "forces_ev_per_a": [[-0.0109, 0.0083, -0.0536], [-0.1355, -0.6372, 0.2358], [-0.2382, -2.2251, 1.0243], [-0.2112, -0.2318, -0.0920], [-0.4058, 0.3376, -0.1974], [0.4409, -0.0422, -0.0693], [-0.3167, 0.8293, 1.4382], [0.1397, 0.0727, 0.1811], [-0.2028, -0.0300, 0.0479], [-0.0164, 0.0709, -0.0693], [-0.1140, 0.4867, -0.4236], [0.2767, 0.0845, -0.0440], [-0.3981, -0.0793, 0.0647], [0.0721, 1.0354, -0.5014], [0.2405, -0.0780, 0.1095], [0.0775, 0.0461, 0.0559], [-0.0607, -0.3613, -0.4160], [0.4800, 0.4525, 0.1697], [-0.1567, -0.1868, 0.2154], [-0.2658, 0.2258, -0.0397], [0.5587, -0.2531, 0.0545], [-0.0344, 1.1993, -0.4245], [0.3023, -0.8155, -1.5027], [0.0122, 0.0629, -0.1054], [-0.0335, 0.0282, 0.3418]],
  "lowdin_charge": [-0.096, -0.307, -0.211, -0.233, -0.551, -0.074, -0.224, 0.072, 0.073, 0.072, 0.089, 0.117, 0.118, 0.018, 0.146, 0.123, 0.113, 0.138, 0.138, 0.138, -0.078, 0.149, 0.165, 0.044, 0.060],
  "homo_lumo_gap_ev": 9.7,
  "energy_ev": -16034.2072,
  "smiles": "N#CCC(N)=O.CCNCC=O",
  "homo_energy_ev": -9.08
}


[3]
{
  "formula": "C7H13N4",
  "method": "wB97M-V/def2-TZVPD",
  "symbols": ["C", "C", "C", "C", "C", "C", "C", "N", "N", "N", "N", "H", "H", "H", "H", "H", "H", "H", "H", "H", "H", "H", "H", "H"],
  "positions_angstrom": [[2.58153, 1.50973, 1.17520], [1.69236, 0.36710, 1.04449], [1.76503, 2.63517, 1.19379], [0.42864, 0.82484, 0.94334], [-1.28086, -2.13732, -0.69017], [-0.86419, 0.22895, 0.48769], [-0.27912, -1.00054, -0.88524], [0.45260, 2.16581, 1.09155], [-2.05473, -1.82793, 0.57975], [-1.51947, -0.71774, 1.27223], [-0.16285, -0.35537, -2.19666], [3.64978, 1.47387, 1.25410], [2.08893, -0.65349, 0.75389], [1.70139, 3.67400, 1.40710], [-2.07910, -2.02158, -1.54287], [-0.85775, -3.08558, -0.68360], [-1.49647, 0.85455, -0.11938], [0.69151, -1.28331, -0.55696], [-0.28627, 2.74718, 1.01876], [-3.03383, -1.75425, 0.49610], [-0.80385, -1.08517, 1.83626], [0.67140, 0.28750, -2.30153], [-0.99122, 0.22419, -2.69167], [-0.01347, -1.07061, -2.88616]],
  "forces_ev_per_a": [[-1.3835, 0.3721, 0.1878], [2.8358, -1.0802, -1.1214], [-1.8018, -1.7878, 0.3781], [-2.2225, 0.3965, -0.1609], [-3.3158, 3.8434, -1.6141], [1.8618, -2.8369, -3.2976], [-1.8547, 1.1891, 2.9710], [3.8554, -1.1571, 0.0176], [1.9042, -0.0523, -0.2190], [-0.4482, -0.1732, 0.1873], [-0.8263, 2.2901, -2.6944], [0.1433, 0.0316, 0.0442], [-0.7098, 1.3504, 0.8832], [1.4209, 0.7213, 0.0061], [1.4721, -0.7513, 1.1795], [0.7027, -1.6800, 0.1523], [-0.3657, 0.5969, 0.1572], [0.8131, 0.0049, -0.1632], [-2.8791, 2.0569, -0.1053], [-1.0009, 0.1687, -0.4716], [0.7094, -0.5895, 1.5563], [-0.9196, -0.7681, 0.6551], [1.6811, -1.5108, 2.1647], [0.3281, -0.6343, -0.6927]],
  "lowdin_charge": [-0.047, -0.059, -0.054, -0.297, -0.114, -0.103, -0.189, 0.067, -0.036, -0.032, 0.167, 0.095, 0.126, 0.112, 0.150, 0.086, 0.128, 0.096, 0.111, 0.096, 0.109, 0.198, 0.243, 0.148],
  "charge": 1,
  "homo_lumo_gap_ev": 8.1,
  "energy_ev": -13420.2394,
  "homo_energy_ev": -11.86
}


[4]
{
  "formula": "C7H13N4OS2",
  "method": "wB97M-V/def2-TZVPD",
  "symbols": ["C", "C", "C", "C", "C", "C", "C", "N", "N", "N", "N", "O", "S", "S", "H", "H", "H", "H", "H", "H", "H", "H", "H", "H", "H", "H", "H"],
  "positions_angstrom": [[-4.20293, 0.11220, 0.75715], [-4.79892, 0.56595, -0.36068], [-1.69687, -2.20894, 1.19972], [0.18656, -1.14400, 0.28433], [2.57356, 0.87527, 0.63136], [1.96343, 0.06478, -1.77589], [1.46322, 0.79112, -0.50655], [-1.85248, -2.69511, -0.05121], [-2.46356, 0.34966, -0.53958], [-0.64061, -1.32607, 1.41785], [-2.84196, 0.01881, 0.66505], [0.22900, 0.19212, -0.04503], [-3.66893, 0.76112, -1.61963], [-0.68563, -2.21042, -1.08276], [-4.77265, -0.28410, 1.55515], [-5.77177, 0.44794, -0.81722], [-2.43070, -2.53321, 1.87361], [1.19376, -1.53330, 0.36251], [2.17378, 1.74449, 1.32492], [2.54095, -0.07977, 1.13016], [3.46242, 1.09431, 0.14723], [2.91396, 0.64252, -2.06463], [1.20269, 0.25657, -2.59089], [2.28024, -0.98657, -1.56126], [1.04538, 1.70546, -0.85321], [-1.41014, 0.29684, -0.57615], [-0.78717, -0.51469, 1.91026]],
  "forces_ev_per_a": [[0.8266, -0.2166, -0.2556], [0.1286, -0.5116, -2.9883], [0.6778, -0.8021, -5.0322], [0.5618, -0.9078, -1.4323], [-5.0214, 1.7694, 0.3558], [0.9538, 1.3674, -0.0246], [1.1594, -1.4014, -0.2909], [-0.6190, 0.5390, 4.0659], [0.1175, -0.2815, 1.7224], [0.1020, -3.4239, -0.9288], [-1.6542, 0.9568, -0.9411], [-0.8125, 0.6173, 0.4106], [0.6669, -0.0084, 1.1190], [1.1880, 0.9119, 0.4438], [0.0493, -0.0967, 1.0723], [-0.5936, 0.4482, 0.9909], [-0.5247, 0.0638, 1.3945], [0.1695, -0.1174, 0.3011], [1.3455, -1.8665, -1.0566], [0.4870, -0.1310, 0.4090], [1.8875, 0.4365, -0.4248], [-1.3190, -0.9719, 0.1451], [0.9350, -0.9107, 0.7326], [-0.5574, 0.7406, -0.5646], [0.4069, 1.2790, 0.1081], [-0.0542, 0.5706, -0.9722], [-0.5070, 1.9472, 1.6412]],
  "lowdin_charge": [-0.140, -0.298, -0.246, -0.547, 0.009, -0.050, -0.382, -0.363, -0.277, 0.038, 0.049, -0.202, 1.189, 0.917, 0.125, 0.092, 0.106, 0.109, 0.131, 0.066, 0.047, 0.112, 0.100, 0.093, 0.127, 0.094, 0.100],
  "charge": 1,
  "homo_lumo_gap_ev": [6.2, 6.2],
  "energy_ev": -37138.1560,
  "homo_energy_ev": [-11.37, -11.37]
}


[5]
{
  "formula": "C7H13N5S",
  "method": "wB97M-V/def2-TZVPD",
  "symbols": ["C", "C", "C", "C", "C", "C", "C", "H", "H", "H", "H", "H", "H", "H", "H", "H", "H", "H", "H", "H", "N", "N", "N", "N", "N", "S"],
  "positions_angstrom": [[2.11564, 1.31809, 1.14828], [2.45027, -0.09975, 0.56754], [1.52770, -1.06893, -0.17001], [0.83201, -0.55858, -1.33064], [-1.13823, 1.09456, -0.92876], [-2.07697, -2.06761, -0.40692], [-2.54806, -0.15647, 0.43437], [3.11706, 2.06122, 1.33410], [1.58798, 1.05943, 2.25126], [1.39299, 2.07575, 0.71041], [2.93689, -0.51815, 1.47693], [3.20230, 0.11602, -0.25734], [0.65979, -1.39848, 0.34605], [2.20792, -1.93326, -0.56761], [0.10456, -1.23090, -1.92554], [1.58425, -0.36322, -1.96020], [0.63746, 1.57632, -1.67036], [-1.67171, -3.30627, -0.36696], [-3.33413, 0.19650, 2.28594], [-3.07187, 1.71032, 0.92374], [0.17126, 0.77173, -1.32063], [-1.70317, 0.01949, -0.54255], [-1.42665, -1.23809, -1.18619], [-2.91470, -1.43128, 0.52451], [-2.92974, 0.71926, 1.40896], [-1.71282, 2.65231, -0.77839]],
  "forces_ev_per_a": [[-0.7531, 1.6862, 3.1756], [1.7566, 1.7528, -0.8638], [0.2864, -1.2494, 1.3990], [-1.6052, 1.0440, -3.4877], [6.1328, 3.4232, -1.7929], [0.4848, -1.7228, 0.8746], [-3.0161, -2.1188, 3.3383], [-2.5249, -2.6292, -0.3219], [1.5514, 1.1311, -2.6660], [0.6761, -1.4384, -0.1283], [-0.0436, -0.4737, -1.1814], [-0.1547, -0.3788, 1.2084], [-0.1119, -1.2153, 1.9648], [-1.5042, 1.2556, 1.0267], [2.4580, 0.8555, 1.5133], [2.9964, 0.9673, -3.0630], [0.6657, 0.2946, -0.2968], [-2.1017, 3.9883, -0.4770], [0.5975, 2.0591, -2.6724], [0.0584, -2.2744, 2.3273], [-2.5640, 0.9259, 0.7832], [-2.2212, -4.5987, -1.2512], [-2.4794, -0.2212, 1.7534], [1.7717, -1.5304, -0.1754], [-0.3907, 0.9480, -0.8436], [0.0348, -0.4804, -0.1432]],
  "lowdin_charge": [-0.153, -0.265, -0.222, -0.264, -0.809, -0.184, -0.491, 0.122, 0.112, 0.036, 0.102, 0.113, 0.084, 0.162, 0.130, 0.071, 0.104, 0.196, 0.161, 0.068, 0.063, -0.059, 0.047, 0.099, 0.104, 0.674],
  "homo_lumo_gap_ev": 9.0,
  "energy_ev": -25750.6433,
  "smiles": "CCCCNC(=S)n1ncnc1N",
  "homo_energy_ev": -8.96
}


[6]
{
  "formula": "C7H13NO",
  "method": "wB97M-V/def2-TZVPD",
  "symbols": ["C", "C", "C", "C", "C", "O", "H", "H", "H", "H", "H", "H", "H", "H", "C", "C", "N", "H", "H", "H", "H", "H"],
  "positions_angstrom": [[1.98224, 0.06455, -1.06731], [-1.90889, 0.39568, -1.34161], [0.62471, 0.64146, -0.74510], [-0.73579, -0.35883, -0.76499], [-0.54647, -1.66097, -1.09250], [0.45150, 1.84757, -0.70597], [2.67913, 0.38391, -0.28962], [2.01547, -1.02211, -1.10221], [2.31076, 0.45849, -2.03157], [-1.90135, 0.31439, -2.43262], [-2.85623, -0.02848, -0.99861], [-1.86905, 1.46714, -1.14085], [-1.27610, -2.19015, -1.69490], [0.27208, -2.25248, -0.70291], [-0.07343, 1.14133, 2.36305], [0.09202, -0.16888, 1.65885], [1.05135, -0.99081, 1.87092], [0.87872, -1.93260, 1.52242], [-0.87888, -0.48512, 1.05333], [0.91082, 1.57498, 2.55004], [-0.67067, 1.82512, 1.76127], [-0.55196, 0.97580, 3.33089]],
  "forces_ev_per_a": [[0.0732, -0.2785, 0.4363], [-0.3780, 0.0469, 0.1190], [-1.9720, 0.0984, -0.2156], [2.6957, 0.5163, -3.5315], [-0.3484, 0.8460, 0.6404], [0.1488, -1.5392, 0.1151], [-0.0100, 0.1246, -0.1367], [-0.1613, 0.0909, -0.0186], [-0.0896, 0.0710, 0.1141], [0.0684, -0.1031, 0.0591], [0.0678, 0.1660, 0.0410], [-0.0146, -0.1643, 0.3097], [-0.2718, -0.1082, 0.3996], [0.2664, 0.1510, -0.3361], [0.8756, 0.1977, -0.4025], [-1.9726, -2.0237, 0.8650], [-0.5913, 1.1784, 0.1071], [-0.1398, 0.1800, -0.4325], [1.9028, 0.5098, 1.8336], [-0.0758, 0.1247, 0.0649], [0.0158, 0.0250, 0.1028], [-0.0893, -0.1097, -0.1340]],
  "lowdin_charge": [-0.021, -0.071, -0.376, -0.316, 0.025, 0.058, 0.089, 0.062, 0.094, 0.090, 0.082, 0.073, 0.071, 0.050, -0.072, -0.343, 0.110, 0.042, 0.120, 0.082, 0.069, 0.082],
  "homo_lumo_gap_ev": 9.2,
  "energy_ev": -11004.5076,
  "smiles": "C=C(C)C(C)=O.[H]/N=C/C",
  "homo_energy_ev": -8.87
}


What is the formula in the fifth record?
C7H13N5S